47
Properties=species:S:1:pos:R:3:forces:R:3 method="wB97M-V/def2-TZVPD" multiplicity=8 relative_energy_kj_mol=0.0 total_energy_ev=-72418.538 charge=+2 e_lumo_ev="-6.54 / -10.03" gap_ev="8.4800 / 5.4832"
Gd -0.88241 -0.19040 0.93436 -0.3 0.4 0.2
P 0.82458 -2.42649 0.79078 0.3 -1.1 0.8
C 2.04808 -1.53064 -0.11863 0.2 0.0 -1.6
C 1.77282 -0.43904 -1.00047 -0.3 0.7 -0.1
N 0.61589 0.32262 -0.84329 0.8 0.3 -1.1
C 0.37248 1.36600 -1.68043 -0.3 -0.7 0.6
C 1.22172 1.65155 -2.73426 0.5 0.2 -0.3
C 2.40069 0.92622 -2.89601 -0.2 0.3 -0.2
C 2.69177 -0.09351 -2.01092 0.2 -0.4 0.1
C -0.88142 2.23387 -1.53324 0.0 -0.2 0.2
P -1.51929 2.40590 0.21709 -0.1 1.8 -0.9
H 3.60140 -0.69126 -2.09534 -0.2 0.3 -0.1
H 0.93469 2.47770 -3.37985 0.3 -0.2 -0.1
H 3.08320 1.17190 -3.70483 -0.1 -0.1 0.1
H -0.70063 3.24581 -1.94083 0.1 -0.5 0.2
H -1.70969 1.81803 -2.13970 0.4 0.0 0.2
H 3.23175 -0.42750 0.94490 0.3 0.5 1.2
H 2.99058 -2.05280 -0.28645 0.1 0.2 0.0
H 1.91463 0.67074 2.02709 -0.9 0.5 0.3
O 3.32303 0.00953 1.83386 0.4 -0.4 -1.1
H 4.20233 0.41976 1.82697 -0.2 0.0 0.2
H -1.43865 -0.77188 2.58251 -0.5 -0.7 1.9
O 0.95834 1.02792 2.16299 0.8 -0.3 -0.2
H 1.07814 1.78649 2.76043 -0.3 -0.4 -0.2
C -0.59618 3.87599 0.84359 0.1 -0.1 0.2
H -0.85574 4.75735 0.23737 0.1 -0.3 0.2
H -0.89021 4.05967 1.88986 0.1 0.0 -0.4
H 0.49473 3.72966 0.81016 -0.4 -0.1 0.0
C -3.16303 3.12353 -0.11020 -0.2 -0.1 0.1
H -3.68501 3.28359 0.83878 0.1 0.1 -0.2
H -3.04430 4.07606 -0.63744 -0.1 -0.1 0.1
H -3.77859 2.44971 -0.71597 0.1 0.1 0.1
C 0.67279 -4.03302 -0.07915 -0.1 0.1 -0.2
H 1.57870 -4.63448 0.05088 -0.1 0.1 0.0
H -0.18132 -4.55599 0.36319 0.1 0.0 -0.1
H 0.47372 -3.89337 -1.14760 0.0 0.0 0.2
C 1.74202 -2.91253 2.32308 -0.4 0.3 -0.3
H 1.04734 -3.50850 2.92857 0.3 0.1 0.0
H 2.61716 -3.50736 2.03385 -0.2 0.1 0.2
H 2.05665 -2.01561 2.87432 -0.1 -0.4 -0.1
F -2.24721 -2.22925 -1.58555 0.1 1.5 1.8
C -2.73023 -1.36580 -0.62084 -2.0 -0.6 -4.1
F -3.37045 -0.34047 -1.31418 1.5 -0.9 1.4
C -3.82294 -2.13425 0.13280 -1.7 -1.4 1.8
F -4.85488 -2.50796 -0.66552 1.7 0.7 0.9
F -3.27458 -3.25532 0.68062 -0.4 1.2 -0.6
F -4.32249 -1.37219 1.15266 0.7 -0.6 -1.2

75
Properties=species:S:1:pos:R:3:forces:R:3 method="wB97M-V/def2-TZVPD" total_energy_ev=-62313.894 charge=+1 e_lumo_ev=-2.57 gap_ev=8.4154
N 0.91192 0.09282 -1.76663 -0.7 0.3 0.2
C 0.03173 -0.62564 -1.96582 0.9 -3.0 -1.0
C -0.76085 -1.92186 -2.42592 -1.1 1.0 0.1
C -0.60352 -2.20973 -3.99694 1.0 1.3 1.2
P -2.20988 -2.35335 -4.94060 0.0 -1.1 -4.7
O -1.82041 -2.74691 -6.34271 0.1 0.4 2.3
O -3.24693 -3.52505 -4.39527 0.9 1.7 0.3
O -2.97770 -0.85716 -5.10084 0.2 -2.8 1.9
N -2.24138 -1.53972 -2.25938 1.7 2.2 0.8
C -2.32767 -0.28224 -2.13384 -2.3 -1.5 -2.1
O -2.67599 0.80975 -2.32379 0.8 -0.4 1.2
C -0.53401 -3.17074 -1.47436 -0.6 -0.6 1.4
C -1.22255 -2.78202 -0.09935 0.3 -0.7 -2.2
N -1.89155 -2.54318 0.80607 0.5 0.1 0.0
C 0.95610 -3.56018 -1.11197 0.5 -0.2 0.4
C 2.11780 -3.12039 -2.08421 1.3 -0.5 0.2
C 2.95690 -4.33650 -2.71891 0.0 1.8 -0.1
S 3.66653 -5.47852 -1.44299 -0.3 0.1 0.0
C -1.31586 -4.44386 -2.02822 -2.7 -1.6 -0.2
C -2.69157 -4.80711 -1.52242 2.6 -2.2 -3.1
C -3.21182 -6.04458 -2.16806 0.4 0.8 0.3
C -2.51449 -6.83002 -3.20405 -0.1 2.1 1.8
N -1.26351 -6.46310 -3.63697 -1.6 1.2 1.4
C -0.75732 -5.33154 -3.06883 0.4 1.2 0.9
H 0.12073 -3.05405 -4.20764 -1.3 0.8 0.1
H -0.08598 -1.28506 -4.41455 -0.9 -1.1 0.2
H -3.04971 -4.37253 -4.85523 0.0 0.8 0.1
H -3.90749 -1.03226 -4.84015 0.4 0.5 -0.2
H 1.18522 -3.15116 -0.07788 -0.3 -0.3 -1.3
H 0.99356 -4.68774 -0.98463 -0.2 1.4 -0.2
H 2.88452 -2.56440 -1.45442 -1.0 -0.5 -0.8
H 1.84897 -2.41781 -2.91745 0.0 -0.7 0.8
H 3.85391 -3.83371 -3.20261 -1.0 -0.7 0.5
H 2.41303 -4.85817 -3.55236 0.4 0.1 1.1
H 3.04436 -5.11074 -0.27293 0.1 0.1 -1.0
H -3.24764 -4.20866 -0.76248 0.6 -0.8 -0.8
H -4.22501 -6.41300 -1.83618 1.2 0.5 -0.5
H -3.03870 -7.73198 -3.63247 1.0 1.1 0.4
H 0.25915 -5.01902 -3.45779 -1.2 -0.7 0.5
C 2.23179 0.91325 1.27769 0.0 0.0 0.0
C 0.77503 1.28801 1.52035 0.0 -0.2 0.1
C 0.44425 2.75574 1.24569 0.0 -0.5 -0.1
C 1.23576 3.81640 2.00048 -0.4 0.4 -0.5
N 0.78412 4.19409 3.41445 0.6 0.2 0.6
C -0.70127 4.07676 3.72402 0.1 0.0 0.0
C -0.92279 2.67093 4.24024 -0.5 -0.3 -0.3
C 0.37394 2.28064 4.92673 0.3 -0.5 0.3
C 1.44925 3.24661 4.43397 -0.1 0.1 0.1
C 1.25923 5.63159 3.70408 -0.4 0.0 0.1
C 0.39353 6.76261 3.13911 0.2 0.1 -0.4
C 0.40964 6.97551 1.62668 -0.2 0.0 0.0
H 2.90688 1.44896 1.95013 0.1 -0.1 0.0
H 2.37185 -0.15506 1.45816 0.1 0.1 0.0
H 2.52296 1.12480 0.24794 0.0 0.0 0.0
H 0.50619 0.99935 2.53818 -0.1 0.0 0.0
H 0.15128 0.67579 0.86252 0.0 0.1 0.1
H -0.63198 2.91649 1.34620 0.0 0.1 0.0
H 0.64884 2.91981 0.18137 0.1 0.2 0.1
H 1.17923 4.72028 1.40421 -0.1 0.1 0.2
H 2.30042 3.58340 2.05028 -0.1 -0.1 0.2
H -0.91990 4.77874 4.53103 0.2 0.1 -0.2
H -1.28535 4.34020 2.84388 0.1 0.1 0.1
H -1.17193 1.98834 3.42759 0.1 0.0 0.0
H -1.76598 2.63247 4.93242 0.1 0.1 -0.1
H 0.64545 1.24600 4.70967 0.0 0.1 0.0
H 0.28189 2.34902 6.01098 0.0 0.1 -0.1
H 2.29616 2.74407 3.97056 -0.1 0.2 -0.1
H 1.81892 3.84121 5.26813 0.0 0.1 -0.2
H 2.29487 5.70119 3.36596 -0.1 -0.1 -0.1
H 1.24971 5.73972 4.79106 0.0 -0.2 -0.1
H 0.76957 7.68620 3.59040 0.1 -0.2 0.2
H -0.64119 6.67620 3.47470 0.1 0.0 0.1
H 1.42693 6.96317 1.23055 0.0 0.0 0.0
H -0.02767 7.94691 1.38713 0.1 -0.1 0.0
H -0.19552 6.22809 1.10929 0.1 0.0 -0.1

27
Properties=species:S:1:pos:R:3:forces:R:3 method="wB97M-V/def2-TZVPD" relative_energy_kj_mol=0.0 smiles=c1c[nH]cn1.O.O.O.O.O.O total_energy_ev=-18636.654 e_lumo_ev=0.38 gap_ev=9.3769
C -2.53889 0.40050 0.56267 1.8 1.3 0.8
C -1.89091 1.63630 0.68581 -0.3 -0.1 -0.3
N -0.72172 1.39957 1.39390 -0.4 -0.1 -0.3
C -0.67980 0.05659 1.68928 -1.4 0.4 -0.6
N -1.77291 -0.56759 1.19224 1.2 0.7 0.7
H -3.47941 0.19232 0.09732 -0.2 -0.1 -0.1
H -2.14963 2.66122 0.30991 0.3 -1.4 0.5
H 0.06094 2.08284 1.46823 -0.9 -1.1 0.1
H 0.12335 -0.39476 2.29386 -0.7 0.4 -0.6
O 1.07311 2.51889 -0.76236 0.5 1.0 1.7
H 1.68243 2.91255 -1.36361 0.7 0.5 -0.6
H 0.46748 2.01305 -1.28224 -1.1 -1.0 -1.2
O 1.53429 -1.60078 0.31660 1.6 -0.8 0.5
H 2.30724 -2.11329 0.66921 -1.0 0.7 -0.5
H 0.74603 -2.14534 0.50814 -0.4 -0.4 0.1
O -0.59765 -3.13618 0.80239 0.8 2.2 3.7
H -1.29186 -2.48357 1.10977 0.7 -0.3 -0.4
H -0.94252 -3.51077 0.06268 -1.6 -1.8 -3.4
O 1.34393 -1.01255 -2.28319 0.4 2.0 1.1
H 1.23758 -1.81971 -2.71551 -0.2 -2.1 -1.0
H 1.49261 -1.20178 -1.32784 0.0 -0.1 -0.4
O 1.97716 0.91971 1.20017 1.0 -0.3 1.9
H 1.83240 0.03629 0.86857 -0.1 -0.5 -0.2
H 1.75398 1.48919 0.48922 -0.2 1.1 -1.5
O -0.51553 0.90968 -2.17317 -2.8 1.6 1.6
H 0.04864 0.20257 -2.36191 1.9 -2.2 -0.7
H -1.10037 0.55507 -1.45016 0.6 0.6 -1.0

83
Properties=species:S:1:pos:R:3:forces:R:3 method="wB97M-V/def2-TZVPD" relative_energy_kj_mol=42.6 smiles="COCCC[C@@]1(O)[C@@](CCCI)(CCCCOC=O)[C@@H](P(O)(O)=S)[C@H](F)OS1(=O)=O.CC(C)O.CC(C)O" total_energy_ev=-87843.349 e_lumo_ev=-0.09 gap_ev=9.2346
C -3.22552 -1.80795 4.33805 0.0 0.2 0.1
O -2.69669 -0.49472 4.39942 -0.1 0.1 0.3
C -3.57566 0.49812 3.94429 -0.4 0.3 -0.8
C -3.44816 0.75797 2.44316 0.6 0.0 0.6
C -2.04282 1.32341 2.13336 -0.7 -0.8 0.2
C -1.99099 2.26458 0.93276 -0.3 0.6 0.3
O -2.74404 3.39587 1.34184 0.3 0.0 0.0
C -0.52401 2.69464 0.46830 -1.0 -1.0 0.4
C 0.08115 3.13395 1.82338 0.7 0.1 0.1
C 1.30884 4.03798 1.90417 -0.3 -0.3 0.5
C 2.58345 3.54839 1.24760 0.1 0.5 0.2
I 3.45867 1.91609 2.33766 -0.1 0.0 -0.3
C 0.22655 1.41008 -0.00110 0.6 0.4 -0.7
C 0.52114 1.14007 -1.49472 0.1 -0.7 0.0
C 0.06746 -0.25480 -1.96928 0.2 0.6 -0.7
C 0.89960 -0.74896 -3.16817 -0.5 -0.4 0.2
O 1.32499 -2.12478 -3.00765 0.6 0.3 0.5
C 2.39343 -2.19606 -2.15156 1.1 0.0 -1.0
O 3.54257 -2.14813 -2.52913 -1.5 0.0 0.7
C -0.76831 3.81186 -0.57733 0.4 -0.1 0.4
P 0.54556 4.73072 -1.48552 -0.5 2.0 -1.4
O 1.57003 3.81497 -2.30511 0.0 -0.2 0.5
O 1.42924 5.56210 -0.42586 0.1 -1.0 0.1
S -0.21128 6.01891 -2.72972 0.0 -0.6 0.2
C -1.81185 3.47241 -1.67309 0.5 0.2 -0.7
F -2.86613 4.34394 -1.57139 -0.2 -0.3 0.3
O -2.26731 2.14798 -1.72594 0.1 -0.1 0.5
S -2.92707 1.47837 -0.41469 -0.6 -0.9 -0.2
O -4.30143 1.85356 -0.36946 0.1 0.6 0.1
O -2.64188 0.08141 -0.48803 0.5 0.2 -0.1
H -2.72092 -2.39047 5.09304 0.2 -0.2 0.0
H -3.08866 -2.25601 3.35419 0.0 -0.1 -0.1
H -4.28873 -1.82555 4.58001 -0.2 0.1 0.0
H -3.38443 1.43368 4.46870 0.2 0.0 0.3
H -4.61981 0.23810 4.12977 -0.1 -0.2 0.3
H -4.22418 1.46962 2.18616 -0.2 0.0 -0.3
H -3.56947 -0.19527 1.93927 -0.4 0.0 -0.4
H -1.38032 0.46864 2.06103 0.3 0.1 -0.2
H -1.76432 1.86274 3.03047 0.3 0.4 -0.1
H -3.25578 3.76855 0.61450 -0.2 0.0 -0.1
H 0.37498 2.21652 2.33020 -0.1 -0.2 0.0
H -0.66592 3.57076 2.47559 -0.2 0.3 -0.2
H 1.05879 5.05836 1.63462 0.2 0.0 -0.3
H 1.54317 4.09592 2.96640 -0.1 0.1 0.2
H 3.32793 4.33202 1.30456 0.2 0.0 0.0
H 2.49345 3.28294 0.20406 0.0 -0.4 0.0
H -0.24131 0.51438 0.38640 -0.4 0.1 0.2
H 1.19358 1.42253 0.49168 0.1 0.0 0.1
H 1.60231 1.15526 -1.64928 0.2 0.2 0.1
H 0.10613 1.85089 -2.19814 0.0 0.2 0.1
H -0.94570 -0.15091 -2.33582 -0.3 -0.3 0.4
H 0.08859 -0.98278 -1.16754 0.0 -0.1 0.1
H 1.76720 -0.11973 -3.35623 0.2 0.0 -0.1
H 0.28133 -0.77199 -4.05462 0.1 0.1 -0.3
H 2.09668 -2.31238 -1.10090 0.1 -0.1 0.1
H -1.22493 4.63231 -0.02348 0.1 0.2 0.1
H 2.10883 3.21373 -1.77462 0.0 -0.2 0.0
H 2.05870 6.04179 -0.97981 0.1 0.4 0.1
H -1.37553 3.62901 -2.65551 -0.2 0.0 -0.2
C 0.09730 -5.93159 5.60245 0.0 0.1 0.2
C -1.33368 -5.79776 5.10457 0.4 0.0 -0.3
C -1.52476 -6.49322 3.76547 -0.2 0.0 0.0
O -1.69044 -4.41831 4.99647 -0.1 -0.2 0.2
H 0.79134 -5.46527 4.89778 0.0 -0.1 -0.1
H 0.21722 -5.42697 6.56121 0.0 0.0 0.0
H 0.37940 -6.97834 5.72194 0.0 0.0 0.0
H -2.01654 -6.22605 5.83872 -0.1 0.1 0.0
H -0.87888 -6.04342 3.00633 0.1 0.0 0.0
H -2.55416 -6.38703 3.42269 0.0 0.0 0.0
H -1.28819 -7.55572 3.83312 0.0 0.0 0.0
H -1.10121 -4.01199 4.35247 0.0 0.0 0.0
C 3.30994 -3.09571 -5.72213 -0.1 -0.1 -0.1
C 3.34451 -2.02118 -6.79576 0.3 -0.1 0.3
C 4.73148 -1.88248 -7.40484 0.0 0.1 -0.1
O 2.92537 -0.77023 -6.24361 -0.2 0.0 -0.2
H 3.98889 -2.83990 -4.90787 0.1 0.0 0.0
H 2.31137 -3.17551 -5.29493 0.0 0.0 0.0
H 3.59875 -4.06936 -6.12326 0.0 0.0 0.0
H 2.62613 -2.26045 -7.58080 -0.1 0.1 0.0
H 5.45679 -1.59653 -6.63815 0.0 -0.1 0.0
H 4.73881 -1.10408 -8.16856 0.0 0.0 0.0
H 5.06035 -2.81856 -7.85812 0.0 0.0 0.0
H 3.54902 -0.54495 -5.54617 0.0 0.0 0.1